# 1
A structure of composition C59H56As2CsF6N8O3 in a non-equilibrium geometry, computed with the ωB97M-V functional and the def2-TZVPD basis.

LUMO energy (alpha / beta) in eV: 3.1 / 2.7
Charge: -2
Orbital gap (alpha / beta) in eV: 4.19 / 3.74
E in hartree: -8036.59868
2S+1: 2

Structure (XYZ):
```
135
Properties=species:S:1:pos:R:3:mulliken_charge:R:1
Cs -1.27079 -0.22358 0.50640 1.191
N 1.04709 0.05623 4.49525 -0.245
C 2.33020 -0.58562 4.69465 -1.234
C 2.79451 -1.44230 3.50786 -0.433
N 2.70759 -0.77460 2.21550 1.568
C 3.10722 -1.66268 1.13952 -0.046
C 2.18952 -2.86544 0.89576 -1.390
N 0.88275 -2.41640 0.48521 0.584
C 3.43209 0.48153 2.15368 -1.195
C 2.95381 1.39980 1.02190 0.455
N 1.55149 1.68650 1.16435 0.052
H 0.98946 0.34668 3.52180 0.143
H 0.30461 -0.62959 4.62774 0.187
H 3.07561 0.19207 4.92273 0.277
H 2.26197 -1.23817 5.56867 0.526
H 3.82427 -1.80637 3.70940 0.246
H 2.12311 -2.29915 3.45602 0.194
H 3.09187 -1.08467 0.21198 -0.346
H 4.14556 -2.03271 1.30246 0.215
H 2.69867 -3.49396 0.13438 0.446
H 2.08308 -3.47585 1.79456 0.587
H 0.92046 -1.99242 -0.43944 -0.490
H 0.22274 -3.18421 0.44814 0.047
H 3.26359 1.02298 3.08545 0.469
H 4.52918 0.32969 2.04091 0.033
H 3.60719 2.30010 1.03202 0.480
H 3.09455 0.91949 0.05322 -1.121
H 1.37550 2.32008 1.93464 0.101
H 1.16566 2.09720 0.32327 -0.038
C -2.02772 2.47531 -3.92069 -0.541
C -2.24602 3.83061 -3.72776 -0.869
C -2.13170 4.38480 -2.46580 -0.480
C -1.84592 3.57127 -1.35873 -0.832
C -1.54863 2.22925 -1.58349 1.731
C -1.62332 1.68750 -2.84842 -0.828
C -1.92259 4.07125 0.02193 0.184
C -2.65437 5.24936 0.34085 -1.162
C -2.72854 5.66357 1.64004 -1.090
C -2.11306 4.90075 2.65429 1.234
C -2.16553 5.23574 4.02018 -0.817
C -1.58376 4.42535 4.95511 -0.631
C -0.95327 3.23402 4.56476 -0.589
C -0.88041 2.88552 3.24475 0.043
C -1.43495 3.71534 2.24743 -0.363
N -1.32885 3.36273 0.95581 0.311
H -2.16995 2.03748 -4.90139 0.354
H -2.52557 4.46300 -4.56424 0.359
H -2.26564 5.45558 -2.35192 0.321
H -1.39575 0.64259 -3.01056 0.161
H -3.16763 5.80168 -0.43460 0.341
H -3.27002 6.56609 1.90586 0.353
H -2.69254 6.13479 4.31807 0.343
H -1.63808 4.67897 6.00620 0.373
H -0.54806 2.56468 5.30776 0.537
H -0.44912 1.94398 2.96121 0.315
C -4.66529 -4.49661 2.62566 -0.710
C -4.61705 -5.22299 1.44425 -0.639
C -3.85478 -4.77259 0.38723 -0.371
C -3.09253 -3.60214 0.51558 -0.428
C -3.11334 -2.90474 1.72728 1.201
C -3.92229 -3.33416 2.75920 -0.962
N -2.33628 -3.05853 -0.50238 0.978
N -2.51246 -3.54594 -1.66189 -0.729
C -1.85360 -2.97481 -2.71140 -0.338
C -2.41858 -3.26083 -3.96874 -0.296
C -1.81475 -2.83020 -5.12782 -0.644
C -0.66632 -2.05140 -5.06308 -1.007
C -0.16876 -1.68354 -3.81673 -0.320
C -0.68706 -2.18686 -2.64046 0.678
H -5.27324 -4.83482 3.45259 0.409
H -5.18458 -6.14215 1.35495 0.352
H -3.82026 -5.30097 -0.55662 0.443
H -2.50681 -2.01695 1.82574 -0.471
H -3.97094 -2.76940 3.67838 0.541
H -3.35595 -3.79973 -3.99741 0.451
H -2.23819 -3.09238 -6.09081 0.341
H -0.17227 -1.72914 -5.97615 0.487
H 0.68283 -0.99613 -3.78360 0.491
O 2.02407 0.09233 -1.81494 1.399
As 3.21493 0.20666 -2.87191 0.586
C 2.84132 1.53089 -4.24754 -0.109
C 1.62718 2.19555 -4.13907 -0.099
C 1.31283 3.22344 -5.01054 -0.429
C 2.21529 3.58855 -5.99827 -0.546
C 3.42332 2.91883 -6.11473 -0.678
C 3.74329 1.89517 -5.24000 -0.288
C 4.83531 0.88164 -2.01793 0.347
C 5.74218 0.01484 -1.42586 -0.381
C 6.80188 0.51717 -0.69057 -0.762
C 6.95110 1.88542 -0.53319 -0.403
C 6.04018 2.75416 -1.11463 -0.704
C 4.98568 2.25130 -1.85591 -0.517
C 3.74113 -1.50570 -3.62871 -0.023
C 3.02451 -2.61349 -3.19713 0.007
C 3.34258 -3.87615 -3.66242 -1.055
C 4.37927 -4.03469 -4.57080 -0.537
C 5.09859 -2.93086 -4.99893 -0.628
C 4.79038 -1.66689 -4.52590 -0.244
H 0.93675 1.89450 -3.35494 0.112
H 0.36653 3.73281 -4.90694 0.461
H 1.98152 4.39559 -6.67962 0.388
H 4.12394 3.20128 -6.88935 0.385
H 4.69866 1.39061 -5.32590 0.229
H 5.60639 -1.05615 -1.53976 0.375
H 7.51109 -0.15774 -0.23307 0.405
H 7.77023 2.27652 0.05545 0.369
H 6.15299 3.82284 -0.98707 0.411
H 4.25934 2.91948 -2.31346 0.364
H 2.20768 -2.45329 -2.50088 0.582
H 2.78243 -4.73253 -3.31965 0.502
H 4.62647 -5.01781 -4.94778 0.370
H 5.90709 -3.05632 -5.70667 0.429
H 5.37290 -0.81128 -4.84803 0.257
F -0.20598 -3.05184 3.96525 -0.457
As -0.86443 -3.64583 5.48035 2.048
F -2.11533 -2.43857 5.45953 -0.469
F -1.85786 -4.80507 4.60326 -0.497
F -1.50441 -4.28161 7.01782 -0.536
F 0.43795 -4.85754 5.55975 -0.541
F 0.17131 -2.54443 6.40299 -0.479
O -4.63010 -0.47504 -0.43932 -0.660
C -4.65804 -0.00439 0.68836 -0.321
N -3.62032 0.51255 1.36645 0.531
C -3.99728 0.89596 2.60016 -0.331
O -3.29523 1.42606 3.44708 -0.658
C -5.47444 0.61571 2.76724 0.154
C -6.35119 0.82922 3.80811 -0.368
C -7.69530 0.54487 3.58352 -0.460
C -8.12666 0.04467 2.36458 -0.440
C -7.22617 -0.20809 1.33381 -0.432
C -5.89921 0.09001 1.55266 0.135
H -5.99620 1.19452 4.76168 0.490
H -8.42229 0.71098 4.36918 0.378
H -9.18172 -0.16037 2.21617 0.371
H -7.55523 -0.61724 0.38956 0.486
```

---

# 2
A cluster of 2 separate species, C4H7NO2 in total, computed with the ωB97M-V functional and the def2-TZVPD basis.

LUMO energy in eV: 1.0
Orbital gap in eV: 9.69
E in hartree: -361.70462
SMILES: N[C@@]12C[C@@H]1O2.C=O

Structure (XYZ):
```
14
Properties=species:S:1:pos:R:3:nbo_charge:R:1
N -2.01392 0.66376 -1.30874 -0.810
C -0.90153 0.44315 -0.51234 0.347
C 0.51686 0.88119 -0.61831 -0.421
C -0.27424 0.91127 0.65939 0.006
O -0.72494 -0.48009 0.60524 -0.536
H -2.88556 0.40838 -0.86070 0.385
H -1.92740 0.19181 -2.19999 0.377
H 0.63979 1.84787 -1.10411 0.218
H 1.32257 0.16269 -0.75557 0.225
H -0.47645 1.59730 1.46640 0.220
C 1.67554 -1.66121 1.15681 0.293
O 2.63420 -0.94966 0.98062 -0.531
H 1.19651 -2.22283 0.33584 0.115
H 1.21856 -1.79364 2.15547 0.112
```

---

# 3
A cluster of 3 separate species, C3H12NO2 in total in a non-equilibrium geometry, computed with the ωB97M-V functional and the def2-TZVPD basis.

LUMO energy in eV: -4.4
Charge: +1
Orbital gap in eV: 11.31
E in hartree: -326.47003

Structure (XYZ):
```
18
Properties=species:S:1:pos:R:3:nbo_charge:R:1
C -1.20430 -0.30378 2.20681 -0.625
C -1.49388 0.80165 1.20568 -0.205
C -1.57652 0.24760 -1.15772 0.099
N -0.85115 0.48540 -0.14956 -0.397
H -0.12742 -0.45604 2.20397 0.224
H -1.70346 -1.25778 1.81704 0.221
H -1.54325 -0.16286 3.20166 0.258
H -1.03504 1.73995 1.51798 0.231
H -2.52549 0.86600 0.87645 0.210
H -1.19337 -0.18799 -2.09066 0.220
H -2.55083 0.76492 -1.34197 0.218
H 0.10348 -0.00667 -0.13996 0.468
H 2.00321 -0.52156 -0.91652 0.520
H 2.34670 -0.36515 0.55903 0.508
O 1.58108 -0.52751 -0.03194 -0.981
H 3.92597 -0.03223 -2.33907 0.499
H 2.86886 -0.90345 -3.02515 0.492
O 2.97541 -0.18048 -2.39609 -0.961
```

---

# 4
A structure of composition C23H14AlCl3N4 in a non-equilibrium geometry, computed with the ωB97M-V functional and the def2-TZVPD basis.

LUMO energy in eV: -7.0
Charge: +2
Orbital gap in eV: 7.51
E in hartree: -2726.44932

Structure (XYZ):
```
45
Properties=species:S:1:pos:R:3:nbo_charge:R:1
Al 0.60085 -0.10791 0.59682 1.847
C 0.36607 2.66900 3.89368 -0.150
C -1.00368 2.87095 3.83495 -0.176
C -1.76816 2.20444 2.89059 -0.169
C -1.16147 1.32466 1.99657 -0.050
C 0.23825 1.10912 2.05321 -0.597
C 0.98050 1.79216 3.00719 -0.187
C -1.93271 0.60065 0.96499 0.287
C -3.32445 0.70510 0.81408 -0.258
C -3.96818 0.00880 -0.17165 -0.027
C -3.24862 -0.83010 -1.05105 -0.141
C -3.84812 -1.57851 -2.08663 -0.126
C -3.08157 -2.36735 -2.89941 -0.196
C -1.68943 -2.44487 -2.71514 -0.124
C -1.08329 -1.72917 -1.71603 -0.276
C -1.85199 -0.91235 -0.86894 0.265
N -1.23126 -0.19367 0.12839 -0.713
H 0.95689 3.19624 4.63086 0.241
H -1.48519 3.55040 4.52483 0.244
H -2.83361 2.38362 2.86154 0.224
H 2.05162 1.64536 3.07509 0.219
H -3.89418 1.33661 1.47623 0.250
H -5.04178 0.09796 -0.28636 0.250
H -4.91975 -1.51702 -2.22546 0.243
H -3.54255 -2.93949 -3.69280 0.250
H -1.10248 -3.07524 -3.36961 0.242
H -0.01023 -1.77612 -1.55036 0.200
N 4.83223 2.71501 -4.60579 -0.131
C 4.17618 2.26986 -3.77531 0.196
C 3.35242 1.68234 -2.76457 -0.023
C 2.00732 2.03701 -2.64834 -0.173
C 1.24462 1.42215 -1.68427 0.082
N 1.74910 0.48991 -0.85042 -0.644
C 3.05146 0.16181 -0.95167 0.089
C 3.88091 0.73344 -1.88727 -0.186
H 1.57538 2.78004 -3.30333 0.274
H 0.19534 1.66338 -1.56142 0.235
H 3.41967 -0.58446 -0.26036 0.225
H 4.92294 0.45305 -1.94447 0.274
Cl 2.92200 -3.52363 3.76999 0.160
C 2.18782 -3.97640 2.23252 -0.266
Cl 3.38167 -4.69921 1.12309 0.139
Cl 0.78714 -5.02803 2.45995 0.157
C 1.73809 -2.77749 1.55232 0.561
N 1.40425 -1.84207 0.98374 -0.541
```

---

# 5
A cluster of 2 separate species, C5H5ClO3 in total in a non-equilibrium geometry, computed with the ωB97M-V functional and the def2-TZVPD basis.

LUMO energy in eV: -1.0
Orbital gap in eV: 7.49
E in hartree: -879.26106
SMILES: CC(Cl)=C=O.O=C=CO

Structure (XYZ):
```
14
Properties=species:S:1:pos:R:3:nbo_charge:R:1
C 1.32479 -0.20500 1.26976 -0.653
C 0.93501 -0.28373 -0.19730 -0.255
Cl -0.01235 -1.81113 -0.60807 -0.014
C 1.78570 0.06768 -1.18685 0.638
O 1.91034 0.45340 -2.30953 -0.422
H 2.32826 -0.41001 1.43796 0.224
H 0.67098 -0.79942 1.86272 0.252
H 1.21399 0.83988 1.75569 0.226
O -1.71969 -0.32283 1.87435 -0.450
C -1.95778 0.18800 0.87778 0.626
C -1.90406 0.31151 -0.49465 -0.178
O -1.40054 1.33631 -1.31260 -0.688
H -2.44988 -0.28671 -1.17190 0.217
H -0.72477 0.92206 -1.79738 0.476
```

---

# 6
A structure of composition C18H40N5OP3V in a non-equilibrium geometry, computed with the ωB97M-V functional and the def2-TZVPD basis.

LUMO energy (alpha / beta) in eV: -11.1 / -10.9
Charge: +3
Orbital gap (alpha / beta) in eV: 5.85 / 6.11
E in hartree: -3025.79482
2S+1: 3

Structure (XYZ):
```
68
Properties=species:S:1:pos:R:3:nbo_charge:R:1
V 0.99415 0.39958 -1.02776 1.010
P -1.15669 -0.76660 -0.97336 0.967
P 1.67152 -0.83924 -2.96127 0.947
P -0.03662 2.28260 -1.92800 0.851
H 1.07970 2.76745 2.85770 0.194
C 0.06923 3.14272 3.05266 -0.397
C -0.98643 2.30695 3.14950 -0.402
H -0.81729 1.21129 3.05558 0.175
C -1.22673 -2.42318 -0.22537 -0.929
C -2.15191 -1.16719 -2.47777 -0.937
C -2.41029 0.06020 0.05880 -0.940
C 3.47536 -0.84171 -3.15443 -0.945
C 1.30327 -2.64143 -2.71520 -0.912
C 1.06614 -0.48967 -4.64868 -0.933
C -0.73545 3.18607 -0.50611 -0.936
C -1.44382 2.20211 -3.11589 -0.918
C 1.04442 3.48671 -2.73183 -0.928
H -0.04158 4.20675 3.25049 0.223
H -2.03198 2.64174 3.28180 0.224
H -0.75449 -2.37250 0.75806 0.273
H -0.70503 -3.16602 -0.83527 0.254
H -2.28794 -2.68151 -0.11901 0.274
H -1.65919 -1.93221 -3.08982 0.249
H -2.32411 -0.28446 -3.10154 0.249
H -3.11167 -1.55393 -2.11276 0.284
H -1.95555 0.46798 0.96965 0.268
H -3.14508 -0.70720 0.33649 0.281
H -2.90970 0.87268 -0.48257 0.256
H 3.83800 0.16998 -3.36596 0.262
H 3.75031 -1.50617 -3.98133 0.289
H 3.95209 -1.19329 -2.23078 0.258
H 1.99148 -3.21989 -3.35164 0.294
H 0.25763 -2.87770 -2.97667 0.259
H 1.47330 -2.91776 -1.65913 0.255
H 1.67131 -1.05493 -5.37052 0.295
H 1.16018 0.59123 -4.83469 0.259
H 0.00344 -0.77058 -4.71774 0.261
H -0.69399 4.25943 -0.72964 0.285
H -0.17236 2.99119 0.41528 0.281
H -1.77889 2.88696 -0.34421 0.268
H -1.55705 3.19351 -3.57781 0.285
H -2.37148 1.91605 -2.60132 0.259
H -1.22256 1.47051 -3.90532 0.241
H 0.45356 4.08570 -3.43304 0.286
H 1.84610 2.98039 -3.27958 0.253
H 1.49430 4.14003 -1.97755 0.275
C 3.57311 2.51232 -0.22924 0.418
C 4.62736 1.86181 -0.96845 -0.231
C 5.49521 2.60787 -1.74954 -0.196
C 5.45656 4.00399 -1.75361 -0.057
C 4.46325 4.65302 -1.01901 -0.148
C 3.53267 3.96029 -0.27114 -0.218
O 2.63501 1.83709 0.32138 -0.639
H 0.10301 -0.00280 -2.33306 -0.041
H 4.66225 0.77669 -0.93802 0.215
H 6.23108 2.07187 -2.35451 0.255
H 6.22927 4.58039 -2.27893 0.262
H 4.42682 5.74835 -1.02529 0.253
H 2.72928 4.45423 0.26017 0.245
N 0.99021 -2.02547 3.87205 -0.576
N 1.52155 -1.87461 2.60242 0.173
N 2.82288 -1.48206 2.56589 -0.167
C 2.88596 -0.87212 1.39219 0.172
N 1.67229 -0.67026 0.82932 -0.428
N 0.76951 -1.19742 1.65898 -0.030
H 1.65449 -2.46249 4.49655 0.424
H 0.10586 -2.50817 3.82858 0.400
H 3.83259 -0.56069 0.96506 0.244
```

---

> The highest E belongs to which entry?

C3H12NO2

---

> Which of these has the highest E?

C3H12NO2

---

> Among the records above, which one has the lowest E?

C59H56As2CsF6N8O3